DFT (ωB97M-V with the def2-TZVPD basis set) results for a molecular structure, C20H24N2O2RhSe2.

Results
Net charge: +1
ΔE to the lowest compared entry with this formula, charge and spin in kJ/mol: 64.91
Maximum force in eV/A: 0.555
Gap between HOMO and LUMO in eV: 6.0

Last column: Mulliken charge in e.
Geometry (Å):
Rh -0.958 0.313 -0.239  0.349
O 0.011 -0.357 -1.866  -0.204
C -0.534 -0.977 -2.886  0.582
C 0.322 -1.291 -3.962  -0.539
C -0.152 -1.931 -5.079  -0.490
C -1.499 -2.308 -5.194  -0.841
C -2.349 -2.021 -4.164  -0.730
C -1.902 -1.355 -2.998  0.509
C -2.878 -1.113 -1.984  -0.118
N -2.668 -0.498 -0.874  0.057
C -3.697 -0.389 0.166  -0.730
C -3.514 0.947 0.868  -0.722
N -2.091 1.093 1.203  0.140
C -1.693 1.641 2.299  -0.463
C -0.329 1.905 2.630  0.980
C -0.059 2.393 3.930  -0.673
C 1.207 2.728 4.320  -0.809
C 2.253 2.607 3.389  -0.484
C 2.028 2.146 2.117  0.270
C 0.736 1.766 1.690  0.013
O 0.616 1.338 0.467  -0.619
H 1.361 -0.996 -3.879  0.349
H 0.533 -2.149 -5.889  0.430
H -1.853 -2.814 -6.080  0.414
H -3.394 -2.301 -4.225  0.364
H -3.884 -1.490 -2.171  0.292
H -3.546 -1.203 0.882  0.179
H -4.698 -0.479 -0.257  0.441
H -4.143 1.036 1.756  0.416
H -3.783 1.749 0.176  0.255
H -2.453 1.954 3.017  0.291
H -0.888 2.502 4.620  0.383
H 1.401 3.096 5.317  0.421
H 3.258 2.891 3.678  0.432
H 2.834 2.078 1.395  0.150
C 0.199 -1.402 2.487  -1.091
Se -0.121 -1.691 0.600  0.407
C 1.738 -1.940 0.077  -0.944
C 2.731 -0.800 0.085  -0.938
Se 2.692 0.408 -1.443  0.312
C 4.350 1.280 -0.925  -1.060
H 0.553 -2.350 2.887  0.512
H -0.745 -1.135 2.955  0.302
H 0.932 -0.615 2.637  0.286
H 1.681 -2.451 -0.883  0.465
H 2.028 -2.674 0.834  0.626
H 3.709 -1.286 0.047  0.618
H 2.687 -0.222 1.010  0.262
H 4.218 1.824 0.009  0.263
H 4.594 1.986 -1.715  0.352
H 5.159 0.558 -0.833  0.330

***

DFT (ωB97M-V with the def2-TZVPD basis set) results for a molecular structure, C20H24N2O5S.

Results
Net charge: 0
ΔE to the lowest compared entry with this formula, charge and spin in kJ/mol: 1749.55
Maximum force in eV/A: 18.298
Gap between HOMO and LUMO in eV: 7.4

Last column: Mulliken charge in e.
Geometry (Å):
C -8.749 -1.294 -0.326  -1.058
H -9.682 -0.979 -0.498  0.348
O -7.875 -0.024 -0.381  -0.365
C -6.625 -0.259 -0.270  0.610
C -5.951 -1.597 -0.336  -1.363
C -4.650 -1.489 -0.020  -0.529
C -3.991 -0.333 0.147  0.029
C -4.637 1.029 -0.204  0.503
C -6.043 1.013 -0.288  -0.719
H -6.535 1.845 -0.253  0.799
O -3.912 2.346 -0.010  -0.396
C -4.615 3.488 -0.172  -1.105
H -5.174 3.327 0.662  0.492
H -5.039 3.610 -0.970  0.423
H -3.734 4.125 -0.132  0.274
N -2.580 -0.143 0.213  -0.122
C -1.558 -1.269 0.249  0.145
O -1.890 -2.347 0.319  -0.504
C -0.076 -0.503 0.216  0.563
C 0.689 -1.306 1.161  -0.524
C 1.993 -0.963 1.054  -0.460
C 2.342 0.264 0.621  -0.041
C 1.583 1.019 -0.257  -0.635
C 0.199 0.568 -0.233  -0.005
H -0.413 1.250 -1.279  0.185
H 2.049 1.793 -0.844  0.550
S 4.189 0.473 0.602  1.316
O 4.560 0.924 1.959  -0.773
O 4.307 1.776 -0.118  -0.789
N 4.944 -0.764 0.078  0.293
C 4.833 -0.748 -1.483  -1.078
C 5.864 -0.075 -2.288  -0.701
C 7.308 -0.382 -1.609  -0.703
C 7.295 -0.333 -0.140  -0.470
C 6.185 -1.097 0.553  -0.938
H 6.208 -0.618 1.655  0.428
H 6.425 -2.095 0.228  0.423
H 7.140 0.869 0.371  0.249
H 8.271 -0.447 0.304  0.487
H 7.926 0.313 -2.022  0.463
H 7.566 -1.549 -1.692  0.192
H 5.570 1.083 -1.743  0.208
H 5.732 -0.284 -3.204  0.683
H 3.774 -0.669 -1.698  0.476
H 4.816 -1.862 -1.743  0.401
H 2.909 -1.571 1.727  0.089
H 0.441 -2.346 1.590  0.284
H -2.053 0.698 0.167  0.252
H -4.018 -2.234 -0.126  0.789
H -6.611 -2.305 -0.171  0.530
H -8.655 -1.845 0.449  0.456
H -8.514 -1.857 -1.335  0.338

***

DFT (ωB97M-V with the def2-TZVPD basis set) results for C20H24O2 in the gas phase.

Results
SMILES: CCCCCC#CCC#CCC#CCC#CCCCC(=O)O
Net charge: 0
ΔE to the lowest compared entry with this formula, charge and spin in kJ/mol: 439.78
Maximum force in eV/A: 0.702
Gap between HOMO and LUMO in eV: 10.0

Last column: Mulliken charge in e.
Geometry (Å):
C -1.877 4.775 -0.504  -1.512
C -1.725 3.262 -0.604  0.271
C -2.748 2.526 0.258  -0.972
C -2.521 1.018 0.225  0.257
H -2.638 0.645 -0.796  0.323
H -1.501 0.805 0.549  -0.143
C -3.493 0.268 1.143  -0.640
C -3.166 -1.143 1.151  0.105
C -2.852 -2.300 1.141  -0.304
C -2.379 -3.674 1.049  -0.770
C -1.271 -3.686 0.108  -0.036
C -0.373 -3.611 -0.683  0.119
C 0.694 -3.424 -1.655  -0.355
C 0.752 -2.010 -1.997  -0.300
C 0.714 -0.835 -2.231  -0.076
C 0.751 0.599 -2.473  0.243
C 1.760 1.201 -1.616  -0.113
C 2.583 1.632 -0.860  0.032
C 3.595 2.135 0.049  -0.608
H 4.467 2.453 -0.532  0.270
H 3.201 3.006 0.581  0.304
C 4.017 1.056 1.053  -0.646
C 2.901 0.728 2.050  -0.678
C 1.688 0.135 1.371  0.457
O 0.589 0.623 1.387  -0.598
O 1.957 -1.032 0.786  -0.411
H 1.178 -1.364 0.305  0.268
H 2.586 1.627 2.582  0.300
H 3.269 -0.004 2.770  0.356
H 4.294 0.148 0.515  0.377
H 4.889 1.409 1.609  0.344
H 0.985 0.796 -3.524  0.381
H -0.229 1.028 -2.239  -0.237
H 0.491 -4.018 -2.553  0.325
H 1.653 -3.742 -1.232  0.275
H -3.181 -4.330 0.694  0.328
H -2.044 -4.025 2.032  0.306
H -3.414 0.660 2.161  0.335
H -4.524 0.405 0.801  0.353
H -3.758 2.761 -0.090  0.395
H -2.660 2.878 1.288  0.345
H -1.846 2.959 -1.648  0.250
H -0.722 2.973 -0.284  -0.011
H -1.140 5.277 -1.128  0.406
H -1.736 5.104 0.523  0.341
H -2.869 5.084 -0.828  0.344

***

DFT (ωB97M-V with the def2-TZVPD basis set) results for a molecular structure, C20H25AsMoN5O6S5.

Results
Net charge: +1
ΔE to the lowest compared entry with this formula, charge and spin in kJ/mol: 0.00
Maximum force in eV/A: 1.240
Gap between HOMO and LUMO in eV: 5.8

Last column: Mulliken charge in e.
Geometry (Å):
Mo -0.589 -1.923 -0.946  0.193
C -1.850 -4.494 -4.067  -1.561
C -1.788 -3.201 -3.340  1.051
O -1.279 -3.230 -2.137  -0.335
C -2.271 -2.019 -3.856  -1.537
C -2.593 -0.916 -3.052  1.197
C -3.516 0.145 -3.559  -1.396
N -2.180 -0.863 -1.787  0.793
N -2.868 -0.015 -0.952  -0.784
C -2.642 -0.382 0.272  0.514
O -1.883 -1.441 0.507  -0.738
C -3.183 0.365 1.415  0.666
C -3.203 -0.236 2.670  -0.148
C -3.699 0.464 3.760  -0.808
C -4.161 1.762 3.595  -0.401
C -4.135 2.364 2.342  -0.774
C -3.649 1.668 1.248  -0.446
H -0.901 -4.650 -4.584  0.266
H -1.969 -5.313 -3.363  0.378
H -2.661 -4.486 -4.791  0.502
H -2.651 -2.028 -4.867  0.449
H -3.631 0.063 -4.637  0.455
H -4.491 0.037 -3.082  0.299
H -3.146 1.133 -3.291  0.343
H -2.848 -1.251 2.785  0.456
H -3.728 -0.005 4.735  0.425
H -4.548 2.308 4.446  0.427
H -4.495 3.377 2.219  0.422
H -3.624 2.124 0.267  0.467
S 1.247 -5.204 -2.590  -0.298
As 1.923 -3.607 -1.515  0.440
S 1.099 -1.573 -2.429  -0.244
S 0.395 -3.370 0.398  -0.185
S 3.816 -3.395 -0.791  -0.258
C 6.025 0.666 2.064  -1.112
C 5.529 0.949 0.649  -0.567
S 3.789 1.297 0.478  1.402
O 3.120 0.067 0.126  -0.562
O 3.628 2.471 -0.345  -0.743
C 3.182 1.730 2.091  -0.751
C 1.791 2.345 1.952  -1.431
N 0.973 1.700 0.913  0.466
C 0.569 0.416 0.955  0.233
N 0.076 0.054 -0.228  2.650
C 0.205 1.135 -1.072  -1.005
C 0.743 2.144 -0.374  -0.960
N 0.956 3.484 -0.866  1.197
O 1.293 4.340 -0.075  -0.650
O 0.859 3.621 -2.064  -0.616
C 0.667 -0.427 2.170  -2.012
H 7.075 0.385 2.014  0.389
H 5.489 -0.164 2.525  0.300
H 5.954 1.541 2.709  0.320
H 5.648 0.073 0.011  0.375
H 6.025 1.803 0.192  0.399
H 3.850 2.473 2.529  0.681
H 3.192 0.829 2.702  0.516
H 1.854 3.393 1.695  0.445
H 1.261 2.259 2.897  0.493
H -0.124 1.140 -2.095  0.696
H 0.698 0.189 3.065  0.393
H 1.574 -1.035 2.124  0.178
H -0.196 -1.084 2.233  0.445